No. 1
162
Properties=species:S:1:pos:R:3 method="wB97M-V/def2-TZVPD" e_above_lowest_kcal_mol=32.15 mol_weight_g_mol=1118.116 charge=-1 e_homo_ev=-4.46
C 5.821 -3.505 0.333
C 6.419 -2.209 0.876
C 7.089 -1.366 -0.218
C 6.860 0.130 0.004
C 7.547 1.002 -1.041
C 6.965 2.424 -1.258
C 5.828 2.867 -0.323
C 4.452 2.819 -0.997
C 3.358 3.456 -0.121
C 2.062 2.591 -0.022
C 1.696 2.319 1.435
Nb -0.072 1.062 1.973
C 0.485 1.354 4.174
C 1.634 2.256 4.643
C 2.683 1.477 5.466
N 4.014 2.100 5.513
C 1.079 -0.883 1.700
C 0.321 -2.149 1.275
C 0.827 -2.758 -0.050
C 0.057 -2.190 -1.272
C 0.885 -1.300 -2.228
C 0.267 0.075 -2.533
C -1.240 0.057 -2.718
C -1.758 1.209 -3.596
C -1.805 -0.137 2.922
C -2.950 -0.521 2.060
O -2.992 -0.531 0.844
O -4.089 -0.882 2.761
C -1.615 2.767 1.863
C -1.681 3.751 0.692
C -1.609 3.205 -0.721
Br -0.472 5.308 0.916
H 5.105 -3.281 -0.457
H 6.588 -4.180 -0.042
H 5.268 -4.009 1.125
H 7.145 -2.424 1.659
H 5.614 -1.642 1.343
H 8.166 -1.541 -0.195
H 6.680 -1.605 -1.198
H 5.783 0.304 -0.032
H 7.167 0.414 1.013
H 8.608 1.078 -0.794
H 7.534 0.470 -1.994
H 7.770 3.155 -1.208
H 6.589 2.478 -2.279
H 6.024 3.894 -0.008
H 5.758 2.286 0.594
H 4.539 3.393 -1.920
H 4.245 1.769 -1.206
H 3.775 3.569 0.881
H 3.141 4.476 -0.437
H 1.291 3.148 -0.549
H 2.276 1.690 -0.593
H 1.597 3.287 1.936
H 2.561 1.849 1.924
H -0.550 0.711 0.248
H 0.640 0.341 4.561
H -0.446 1.681 4.647
H 2.204 2.820 3.905
H 1.234 2.999 5.340
H 2.787 0.465 5.076
H 2.339 1.386 6.497
H 3.915 3.096 5.662
H 4.457 1.988 4.610
H 1.525 -1.066 2.682
H 1.915 -0.688 1.024
H 0.450 -2.911 2.049
H -0.753 -2.025 1.138
H 0.583 -3.822 -0.009
H 1.901 -2.659 -0.152
H -0.825 -1.664 -0.916
H -0.319 -3.038 -1.853
H 1.874 -1.165 -1.791
H 1.020 -1.822 -3.179
H 0.558 0.787 -1.762
H 0.722 0.449 -3.456
H -1.761 0.106 -1.763
H -1.526 -0.863 -3.225
H -1.123 2.091 -3.511
H -1.846 0.925 -4.639
H -2.751 1.506 -3.254
H -1.378 -1.013 3.417
H -2.216 0.458 3.745
H -4.576 -1.489 2.195
H -2.623 2.360 1.970
H -1.413 3.328 2.780
H -2.651 4.246 0.746
H -0.843 2.452 -0.870
H -2.586 2.841 -1.034
H -1.371 4.032 -1.395
O -8.740 3.536 2.471
C -7.597 3.209 2.312
O -6.574 3.822 2.944
C -5.310 3.288 2.479
C -5.638 1.916 1.917
C -7.059 2.128 1.396
H -4.911 3.959 1.717
H -4.612 3.249 3.311
H -4.930 1.584 1.162
H -5.643 1.180 2.720
H -7.068 2.511 0.375
H -7.673 1.233 1.463
O -4.340 2.583 -1.034
C -5.138 2.723 -1.907
O -6.211 3.555 -1.798
C -7.049 3.436 -2.959
C -6.142 2.885 -4.053
C -5.167 2.024 -3.252
H -7.872 2.758 -2.721
H -7.458 4.415 -3.196
H -6.686 2.345 -4.826
H -5.602 3.703 -4.531
H -5.538 1.009 -3.103
H -4.171 1.991 -3.684
O 3.190 -4.918 0.609
C 3.647 -5.121 -0.478
O 3.546 -4.230 -1.494
C 4.084 -4.794 -2.700
C 5.033 -5.897 -2.243
C 4.358 -6.366 -0.956
H 3.254 -5.183 -3.295
H 4.581 -4.007 -3.263
H 5.169 -6.678 -2.988
H 6.012 -5.472 -2.015
H 3.597 -7.135 -1.131
H 5.067 -6.713 -0.208
O 2.586 -8.898 -1.067
C 1.731 -8.918 -0.226
O 0.669 -9.748 -0.286
C -0.239 -9.466 0.797
C 0.605 -8.770 1.856
C 1.634 -8.032 1.002
H -1.037 -8.826 0.416
H -0.672 -10.402 1.142
H 0.024 -8.124 2.510
H 1.106 -9.514 2.477
H 1.286 -7.045 0.693
H 2.602 -7.937 1.485
O -2.779 6.528 4.049
C -3.685 7.212 3.691
O -3.871 8.482 4.151
C -5.095 9.022 3.635
C -5.394 8.215 2.378
C -4.806 6.852 2.733
H -5.872 8.905 4.395
H -4.955 10.082 3.437
H -6.453 8.192 2.126
H -4.855 8.639 1.529
H -5.524 6.220 3.259
H -4.418 6.327 1.865
O -2.189 -1.282 -5.493
C -2.200 -2.473 -5.547
O -1.784 -3.170 -6.638
C -2.003 -4.575 -6.439
C -2.073 -4.762 -4.928
C -2.676 -3.434 -4.474
H -2.937 -4.852 -6.934
H -1.185 -5.125 -6.898
H -2.645 -5.639 -4.630
H -1.065 -4.863 -4.521
H -3.767 -3.450 -4.485
H -2.321 -3.118 -3.496

No. 2
15
Properties=species:S:1:pos:R:3 method="wB97M-V/def2-TZVPD" e_above_lowest_kcal_mol=174.61 mol_weight_g_mol=83.134 e_homo_ev=-7.45
C -1.768 1.024 -0.098
C -1.866 -0.470 -0.263
C -0.609 0.110 -0.088
N 0.647 0.118 -0.582
C 1.593 -0.948 -0.390
C 1.848 0.422 0.156
H -1.756 1.663 -0.978
H -2.132 1.511 0.810
H -1.119 -0.645 0.992
H -2.227 -1.111 -1.048
H -0.307 -0.303 1.556
H 1.310 -1.715 0.330
H 2.108 -1.287 -1.286
H 2.552 1.084 -0.342
H 1.725 0.545 1.231

No. 3
66
Properties=species:S:1:pos:R:3 method="wB97M-V/def2-TZVPD" mol_weight_g_mol=704.685 charge=+2 e_homo_ev=-13.08
Zr -0.888 0.443 -0.254
C -1.655 -1.004 3.897
C -2.311 -2.214 3.685
C -2.480 -2.675 2.395
C -2.016 -1.923 1.318
N -1.361 -0.751 1.532
C -1.182 -0.322 2.803
C -2.229 -2.293 -0.091
C -2.815 -3.504 -0.448
C -3.065 -3.786 -1.781
C -2.759 -2.851 -2.757
C -2.156 -1.651 -2.402
C -1.850 -1.342 -1.072
H -1.503 -0.613 4.892
H -2.671 -2.792 4.525
H -2.974 -3.618 2.223
H -0.611 0.589 2.920
H -3.092 -4.236 0.298
H -3.512 -4.731 -2.058
H -2.985 -3.058 -3.794
H -1.939 -0.947 -3.194
Br 0.899 0.668 -7.713
C 0.361 1.052 -5.955
C -0.375 2.204 -5.691
C -0.782 2.483 -4.404
C -0.465 1.610 -3.359
C 0.267 0.452 -3.642
C 0.684 0.175 -4.926
N -0.855 1.834 -2.021
C -1.141 3.019 -1.599
C -1.673 3.225 -0.258
C -1.694 4.475 0.339
C -2.224 4.609 1.613
C -2.785 3.499 2.230
C -2.731 2.280 1.581
N -2.165 2.126 0.377
H -0.627 2.875 -6.500
H -1.378 3.370 -4.230
H 0.516 -0.234 -2.843
H 1.256 -0.717 -5.141
H -1.003 3.896 -2.224
H -1.292 5.325 -0.196
H -2.218 5.567 2.116
H -3.257 3.572 3.199
H -3.165 1.392 2.019
C 5.691 -2.560 2.060
C 4.506 -1.663 1.857
C 3.661 -1.810 0.762
C 2.613 -0.929 0.541
C 1.730 -1.094 -0.665
C 2.408 0.127 1.428
Se 1.132 1.514 0.978
C 3.196 0.265 2.575
C 2.937 1.351 3.582
C 4.228 -0.643 2.764
H 5.790 -3.282 1.252
H 5.623 -3.099 3.006
H 6.603 -1.963 2.099
H 3.822 -2.624 0.065
H 2.025 -1.964 -1.247
H 1.812 -0.199 -1.291
H 0.684 -1.255 -0.335
H 1.950 1.223 4.032
H 2.959 2.334 3.110
H 3.681 1.328 4.375
H 4.852 -0.540 3.645

No. 4
27
Properties=species:S:1:pos:R:3 method="wB97M-V/def2-TZVPD" multiplicity=4 s2=3.80 e_above_lowest_kcal_mol=0.00 mol_weight_g_mol=368.476 charge=-2 e_homo_ev="0.26 / -0.71"
C 1.688 0.263 -2.089
C 1.519 1.024 -0.882
C 1.308 0.124 0.194
H 1.615 2.102 -0.793
C 1.315 -1.205 -0.307
C 1.567 -1.156 -1.720
H 1.865 -2.016 -2.323
H 2.053 0.662 -3.036
H 1.204 0.415 1.231
H 1.184 -2.113 0.281
Co -0.332 -0.345 -2.439
Br -1.541 0.935 -0.853
C -2.001 -1.018 -3.321
C -0.928 -1.955 -3.402
C 0.186 -1.298 -4.023
H -0.987 -3.004 -3.111
C -0.197 0.059 -4.314
C -1.547 0.232 -3.881
H -2.113 1.152 -3.952
H -2.999 -1.203 -2.936
H 1.134 -1.761 -4.294
H 0.397 0.833 -4.789
O -0.140 -0.446 4.137
Cl -0.802 0.469 3.218
O -2.057 0.928 3.787
O 0.082 1.600 2.912
O -1.070 -0.232 1.932